# 1
226
Properties=species:S:1:pos:R:3:forces:R:3 method="wB97M-V/def2-TZVPD" homo_ev=-7.82 smiles=COC[C@H](C)N.COC[C@H](C)N.COCCNCCOC.COCCNCCOC.COCCNCCOC.COCCNCCOC.COCCNCCOC.COCCNCCOC.COCCNCCOC.COCCNCCOC homo_lumo_gap_ev=8.2463 charge=0
C 1.848433 -1.512133 -1.645338 -0.27 0.85 0.38
C 1.307340 -0.350107 -0.757680 -1.07 0.91 -0.85
C -0.292721 -0.306443 -0.570016 1.86 -0.38 -1.22
O -0.668098 0.780759 0.226283 3.91 -0.21 0.74
C -1.978799 1.001617 0.311852 -2.96 0.44 -0.83
N 1.871136 -0.402222 0.569438 -0.52 -0.48 -0.39
H 2.920068 -1.620172 -1.477952 0.03 0.12 0.26
H 1.759884 -1.288629 -2.708506 -0.36 -0.02 0.01
H 1.394034 -2.475100 -1.412307 -0.18 -0.01 -0.02
H 1.643945 0.599406 -1.173905 -0.41 0.01 -0.51
H -0.581614 -1.233503 -0.074847 -0.17 -0.33 0.07
H -0.769174 -0.260927 -1.549314 -0.29 0.01 -0.22
H -2.288916 1.607094 1.163505 0.38 0.02 0.22
H -2.553167 0.075285 0.302045 -0.28 -0.21 0.18
H -2.249556 1.553444 -0.588314 -0.75 0.24 -0.25
H 1.245781 0.189406 1.097639 0.23 0.35 0.47
H 1.540316 -1.336636 0.763187 0.81 -0.28 1.44
C 4.392692 3.820611 -0.902399 1.00 0.38 0.14
C 3.234509 4.840819 -0.825281 -0.85 -2.05 0.32
C 3.042695 5.244656 0.646149 0.28 -1.29 -0.49
O 2.926510 4.097565 1.522040 0.30 0.47 0.17
C 1.796883 3.243360 1.382448 -0.38 0.36 -1.35
N 3.359676 6.002643 -1.696315 0.42 -0.31 0.58
H 4.780853 3.483712 -1.863604 -0.63 0.51 -0.53
H 4.308065 2.883154 -0.352759 -0.71 0.20 0.34
H 5.266578 4.307921 -0.470018 0.17 0.15 0.20
H 2.295661 4.362166 -1.103804 -0.16 -0.61 -0.06
H 2.190389 5.904760 0.807185 -0.20 0.14 -0.16
H 3.973901 5.786183 0.812601 0.00 -0.05 1.11
H 1.526860 2.690207 2.282005 0.49 0.43 0.33
H 1.884954 2.504643 0.585799 0.73 -0.31 -0.08
H 0.914079 3.764637 1.012267 -0.30 0.61 0.43
H 2.871923 6.709785 -1.165147 -0.17 0.69 -0.52
H 2.787073 5.748469 -2.488545 -0.01 0.65 -0.36
C 5.585707 2.787066 3.547197 0.50 -1.02 -0.20
O 5.669912 1.363441 3.823457 0.25 0.86 -0.96
C 4.384393 0.783474 3.748145 -0.88 0.83 2.09
C 4.273620 -0.709789 3.620036 0.79 1.36 -2.22
N 4.366567 -1.029224 2.159458 0.42 -0.76 1.68
C 4.356112 -2.435461 1.928798 -0.59 -1.80 0.62
C 3.053451 -3.212594 2.449215 1.53 0.73 -1.27
O 2.031323 -2.910741 1.525138 0.97 0.21 0.57
C 0.867910 -3.678420 1.558314 0.54 0.71 -0.36
H 5.004522 3.321041 4.298997 -0.30 -0.09 0.01
H 5.188882 2.929465 2.542033 -0.38 0.14 0.07
H 6.582984 3.226789 3.533310 0.16 -0.38 0.23
H 3.696498 1.318344 3.093297 0.25 -0.06 -0.74
H 3.937439 0.975412 4.723598 -0.29 0.28 0.49
H 3.363365 -0.958600 4.165600 -0.35 -0.38 -0.30
H 5.114016 -1.132150 4.170904 0.11 -0.39 -0.24
H 3.715546 -0.595951 1.520289 -0.51 0.53 0.51
H 5.170349 -2.899002 2.485802 0.29 -0.03 0.05
H 4.556239 -2.629080 0.874968 -0.30 -0.18 0.00
H 2.926406 -2.861247 3.473186 -0.75 0.01 0.11
H 3.138565 -4.299049 2.470683 0.51 -0.04 0.07
H 0.544587 -3.453964 0.541857 -1.18 -0.58 0.08
H 0.232206 -3.264144 2.340850 -0.62 -0.51 0.00
H 1.108420 -4.735403 1.672454 -0.27 -0.21 0.13
C -4.855793 3.488261 -0.727670 -1.19 -0.13 -0.35
O -5.799819 2.506721 -0.293260 2.28 0.29 1.37
C -6.775618 2.212022 -1.186540 -1.44 -1.75 -0.31
C -7.455112 0.920045 -0.629182 0.35 -0.21 -1.23
N -6.923221 -0.328884 -1.251822 -0.10 0.36 -0.44
C -5.559058 -0.668843 -0.793199 -1.94 -0.14 0.65
C -5.114973 -2.100663 -1.051299 1.77 0.12 0.20
O -3.816415 -2.129054 -0.428947 1.14 -0.19 0.36
C -2.890943 -3.111825 -0.898534 -0.96 0.23 -0.71
H -3.946459 3.493618 -0.126684 -0.36 -0.12 0.21
H -5.412921 4.422328 -0.655345 0.55 0.57 -0.11
H -4.623286 3.297859 -1.775427 0.25 0.11 -0.13
H -6.399640 1.979774 -2.182937 0.38 -0.22 -0.28
H -7.479231 3.024618 -1.367469 -0.34 0.31 0.40
H -8.520228 0.918386 -0.860743 -0.03 0.11 0.06
H -7.320061 0.823855 0.448130 -0.01 0.60 0.29
H -7.566302 -1.024380 -0.901370 0.07 -0.49 -0.17
H -5.649655 -0.628990 0.292292 0.89 0.44 0.47
H -4.876103 0.088872 -1.177317 0.23 -0.34 0.10
H -4.981985 -2.350855 -2.103824 -0.34 -0.02 -0.23
H -5.647111 -2.884287 -0.511984 -0.90 0.18 -0.38
H -2.952123 -3.093584 -1.986656 0.36 0.01 -0.25
H -3.118704 -4.140854 -0.620459 -0.36 -0.10 0.42
H -1.864057 -2.915708 -0.590080 -0.26 0.42 0.16
C 5.987023 0.171964 -3.044706 -1.95 -1.18 1.16
O 5.986378 -1.139541 -3.592068 0.49 -0.26 -1.03
C 5.128870 -1.337260 -4.708818 -0.04 -0.82 0.11
C 5.079543 -2.841959 -5.024540 -0.13 0.59 -0.99
N 4.445205 -3.098165 -6.371186 2.08 -0.48 1.10
C 3.054286 -2.886093 -6.393181 -1.84 0.66 0.14
C 2.332988 -4.050701 -5.637287 0.05 0.34 -0.87
O 2.949831 -5.278019 -6.138889 -0.87 0.46 1.34
C 2.534339 -6.365522 -5.325745 0.03 -0.61 -0.46
H 5.354522 0.851823 -3.615533 1.01 0.39 -0.50
H 6.949035 0.483287 -2.637648 0.08 0.12 -0.79
H 5.341889 0.007637 -2.181632 0.04 0.56 0.75
H 5.493330 -0.828989 -5.601524 0.18 0.18 -0.10
H 4.108272 -0.998275 -4.531138 -0.14 0.37 0.39
H 4.561786 -3.431689 -4.268074 0.03 0.23 0.47
H 6.120663 -3.163129 -5.056364 -0.08 -0.25 -0.15
H 4.401298 -4.106993 -6.392001 1.33 -0.43 -0.66
H 2.710612 -2.818665 -7.425379 -0.06 -0.56 -0.21
H 2.859236 -1.864148 -6.068100 -0.62 -0.19 0.73
H 1.256296 -4.101233 -5.799421 -0.12 0.13 -0.40
H 2.420667 -3.960594 -4.554564 0.49 -0.15 0.20
H 1.458203 -6.528402 -5.384940 -0.28 0.26 0.06
H 2.821826 -6.287635 -4.277231 0.08 0.43 0.14
H 2.969025 -7.297874 -5.686117 0.28 0.21 -0.27
C -0.299986 10.201708 -3.157926 0.40 -0.16 -0.99
O -0.921523 9.203954 -2.344890 2.27 0.10 0.86
C 0.153136 8.465818 -1.633490 -1.06 -0.95 -0.69
C -0.473808 7.148313 -1.050962 0.45 2.32 -1.67
N -0.789200 6.283219 -2.189276 0.32 -0.10 1.03
C -1.476721 5.149067 -1.614983 0.20 -1.70 -2.19
C -1.742057 4.098924 -2.744202 -0.50 -0.59 0.43
O -2.898301 4.440346 -3.459122 -0.95 0.62 -0.02
C -3.464591 3.546066 -4.399952 0.46 0.55 -0.25
H -0.979788 11.000548 -3.454281 -0.18 -0.13 0.52
H 0.108162 9.815875 -4.092081 -0.57 -0.80 -0.47
H 0.654054 10.607285 -2.821175 -0.30 0.37 1.26
H 0.760610 9.061001 -0.951716 -0.78 0.47 0.56
H 0.911606 8.160732 -2.354420 -0.13 -0.24 -0.50
H -1.414222 7.418375 -0.570558 0.10 0.08 0.74
H 0.245665 6.675686 -0.382306 -0.17 -0.12 0.07
H -1.488602 6.758439 -2.741632 0.10 0.37 -0.35
H -2.418904 5.452044 -1.158257 -0.24 -0.32 0.27
H -0.823013 4.651192 -0.898822 -0.03 0.08 0.25
H -1.880806 3.108630 -2.310423 -0.05 -0.25 0.40
H -0.956338 3.973067 -3.489121 0.68 0.42 0.35
H -2.748433 3.004269 -5.017746 0.49 0.21 0.02
H -4.011001 4.215235 -5.064604 -0.33 -0.38 -0.02
H -4.104528 2.766680 -3.986253 -0.24 0.14 0.45
C -7.706108 -0.875377 6.189067 0.33 0.14 -0.04
O -7.210987 0.127768 5.296991 -2.01 -0.89 -0.37
C -6.129373 0.805072 5.779142 2.05 -0.41 0.93
C -5.302715 1.435034 4.703214 0.08 1.38 0.01
N -6.015336 2.560025 4.131776 -0.47 -0.08 0.52
C -5.460484 3.174726 2.948115 -0.79 0.67 -0.15
C -4.303184 4.132156 3.303282 2.24 -1.21 -0.62
O -3.348017 4.214431 2.186621 -0.06 0.30 -0.34
C -2.086698 4.834124 2.528685 -1.52 -0.27 1.61
H -6.950456 -1.622483 6.431831 0.35 -0.23 -0.53
H -8.567089 -1.361523 5.730306 0.11 0.19 0.00
H -7.957942 -0.510202 7.184725 -0.41 0.63 -0.06
H -5.464590 0.054581 6.206824 0.33 -0.08 0.58
H -6.353777 1.542686 6.549647 -0.36 0.14 0.16
H -4.934033 0.667229 4.023032 -0.16 -0.12 -0.56
H -4.435080 1.915765 5.155112 0.41 -0.59 0.40
H -6.999727 2.334558 4.115878 0.00 0.28 -0.62
H -6.252990 3.745437 2.464055 -0.08 0.05 -0.02
H -5.217855 2.394490 2.226689 0.82 0.21 -0.27
H -3.735266 3.649875 4.098879 0.04 -0.17 0.39
H -4.493577 5.130284 3.697724 -0.76 0.10 -0.38
H -2.324585 5.702427 3.143139 0.17 0.57 -0.23
H -1.428416 5.119336 1.708060 -0.57 -0.33 -0.33
H -1.566915 4.191998 3.239750 0.38 -0.35 -0.19
C -0.425590 1.806936 4.964662 -0.21 -0.31 -0.86
O 0.369062 0.682845 4.661405 -0.17 -1.42 -0.69
C 0.052750 0.051400 3.346781 -0.87 1.30 1.75
C -1.379381 -0.553643 3.282951 1.43 -0.60 0.73
N -1.528086 -1.649571 4.277855 0.60 -0.14 -1.68
C -2.900542 -2.032593 4.552896 -0.76 0.75 -1.16
C -3.745898 -2.465902 3.236510 1.92 0.00 0.82
O -4.915578 -3.111896 3.562747 -0.45 0.49 1.51
C -5.591448 -3.685872 2.492364 -0.56 -0.22 0.91
H -1.492151 1.593685 4.893322 -0.26 -0.21 0.24
H -0.252596 2.552647 4.188720 0.19 0.58 0.16
H -0.209205 2.167535 5.970267 0.25 -0.04 -0.21
H 0.834405 -0.684401 3.157821 -0.12 -0.04 0.22
H 0.131624 0.867548 2.628587 -0.10 -0.11 -0.33
H -1.463690 -0.924030 2.261272 -0.11 -0.41 -0.06
H -2.151532 0.212828 3.349312 -0.16 0.30 0.35
H -1.063326 -1.440618 5.149889 0.12 0.31 -0.11
H -3.316607 -1.110224 4.958152 -1.14 0.02 0.10
H -2.885419 -2.743318 5.379173 -0.31 -0.45 -0.46
H -3.203378 -3.173843 2.609931 0.94 -0.04 0.03
H -3.933293 -1.620651 2.574298 -0.04 0.53 0.13
H -5.004840 -4.499242 2.065256 0.05 -0.05 -0.38
H -5.907448 -2.951422 1.751529 0.09 0.06 -0.23
H -6.458583 -4.083672 3.019545 -0.30 -0.30 -0.68
C 3.635614 -4.456909 -1.179345 0.34 -1.28 0.33
O 4.172915 -5.355665 -0.240276 1.36 0.06 1.33
C 3.750285 -6.673436 -0.232412 0.19 -2.06 1.23
C 4.500698 -7.501214 0.919701 -0.19 2.24 0.56
N 4.068126 -7.101223 2.296036 -0.15 -1.02 -0.52
C 5.104991 -7.333742 3.306840 -1.69 1.18 0.56
C 4.602254 -6.815902 4.686342 0.97 0.89 -0.57
O 4.599609 -5.351264 4.608932 -0.39 -0.18 1.06
C 4.232103 -4.745431 5.883038 0.05 -0.01 -0.93
H 4.091099 -3.484968 -0.989696 -0.52 -0.05 0.17
H 2.563013 -4.554421 -1.011693 -0.32 0.85 -0.72
H 3.988833 -4.777518 -2.159419 -0.50 0.05 -0.51
H 3.895307 -7.199114 -1.176197 0.44 0.08 -0.38
H 2.687007 -6.809114 -0.034618 -0.51 0.47 0.15
H 5.555574 -7.232888 0.861922 0.34 -0.03 -0.47
H 4.447298 -8.589174 0.880070 -0.42 0.05 -0.57
H 3.717869 -6.157029 2.372928 0.33 0.09 -0.32
H 5.983400 -6.724123 3.095051 0.48 -0.15 -0.06
H 5.365670 -8.390615 3.363070 -0.03 -0.01 0.00
H 5.348640 -7.143205 5.410135 0.11 0.14 0.35
H 3.631817 -7.166863 5.037317 -0.18 -0.15 -0.42
H 4.226157 -3.655683 5.906093 0.67 0.20 -1.04
H 4.960471 -5.016497 6.647300 -0.41 -0.49 0.27
H 3.173477 -4.895675 6.094778 0.04 -0.98 0.45
C 2.961150 1.921075 -3.392914 -0.73 0.45 -0.13
O 1.701413 1.279575 -3.464509 0.16 -0.41 0.26
C 0.819217 1.728057 -4.474103 0.58 0.81 0.67
C -0.544982 1.070485 -4.306401 2.24 0.75 -0.19
N -0.428075 -0.307553 -4.682536 -2.40 -0.70 -0.76
C -1.798761 -0.829334 -4.601308 -1.05 -0.49 0.96
C -1.863512 -2.332447 -4.698924 1.32 -0.43 -0.45
O -0.738171 -2.845100 -3.982008 0.79 0.03 -0.13
C -0.835354 -4.260292 -3.779980 -0.85 1.50 -0.39
H 3.568943 1.801720 -4.289822 0.19 -0.74 -0.06
H 3.421096 1.589751 -2.461918 0.22 -0.14 -0.35
H 2.879504 3.007195 -3.350863 -0.47 0.34 0.34
H 1.287575 1.564941 -5.444736 -0.32 -0.36 -0.35
H 0.744068 2.810106 -4.366285 -0.26 0.37 0.00
H -1.194458 1.649287 -4.963109 -0.32 -0.48 -0.10
H -0.882311 1.165945 -3.274309 -0.14 0.37 0.23
H 0.053327 -0.872825 -3.997836 0.58 0.30 0.17
H -2.564254 -0.347546 -5.209576 0.62 -0.02 -1.17
H -2.304428 -0.595626 -3.664407 0.49 0.23 1.11
H -1.759454 -2.607320 -5.748551 -0.11 -0.40 -0.21
H -2.746003 -2.807814 -4.270755 -0.49 0.38 -0.14
H -1.735851 -4.267724 -3.165841 0.12 -1.42 0.34
H 0.071487 -4.665159 -3.330735 -0.18 0.26 0.19
H -1.017371 -4.736034 -4.743632 -0.03 -0.33 -0.03



# 2
11
Properties=species:S:1:pos:R:3:forces:R:3 method="wB97M-V/def2-TZVPD" homo_ev="-14.41 / -15.89" s_squared=3.76 homo_lumo_gap_ev="8.4801 / 9.8790" multiplicity=4 charge=+1
C 0.947195 0.781929 0.814622 3.81 1.48 0.31
F 1.112229 1.296035 -0.381246 -1.59 -1.00 -0.91
F 1.758638 -0.227496 0.934653 -1.12 0.61 0.59
F 1.161367 1.868867 1.542231 0.18 -0.62 0.33
F -0.104133 0.353091 2.227488 -0.75 -0.54 -0.58
C -0.623581 -0.877719 -1.338327 0.35 0.04 -1.05
O -0.672635 -0.396458 -0.018092 0.05 0.20 0.50
V -1.759130 0.195877 1.271910 -0.90 -0.22 0.61
H 0.250232 -1.538930 -1.450718 -0.27 0.34 -0.02
H -1.520758 -1.457150 -1.604511 0.16 0.25 0.26
H -0.549423 0.001957 -1.998014 0.07 -0.54 -0.04



# 3
19
Properties=species:S:1:pos:R:3:forces:R:3 method="wB97M-V/def2-TZVPD" homo_ev=-13.19 homo_lumo_gap_ev=9.5131 charge=+1
C -0.532761 2.708407 -1.001585 0.79 0.05 0.36
C -0.727311 2.220762 0.086429 0.33 0.18 -1.54
C -0.333547 0.523355 1.791172 0.88 -1.56 -0.79
C 0.863150 -0.125658 1.186405 -1.32 -1.34 -1.15
C -0.973789 1.531763 1.282276 -0.84 1.50 0.32
C -1.054632 -0.994083 -1.154658 3.97 -0.02 0.29
O 1.590953 -0.044568 -1.496121 0.28 1.18 3.45
P 0.765428 -0.916983 -0.480181 -2.37 -0.51 0.35
S 1.522509 -2.933765 -0.431450 0.23 1.48 -0.37
H -0.085583 3.173545 -1.868803 -0.62 -0.15 0.29
H 1.596822 -0.445273 -2.307196 0.35 -1.34 -3.97
H -0.700920 0.136608 2.695036 -0.15 -0.53 1.17
H 1.646594 0.538592 1.251869 2.08 1.67 -0.56
H 1.225142 -0.955715 1.725150 0.13 -1.08 1.20
H -1.693482 1.936376 1.948767 -0.99 0.48 0.16
H -0.909145 -1.581044 -2.084474 -0.57 0.69 0.35
H -1.249350 0.075473 -1.182754 -0.70 -0.17 -0.44
H -1.538497 -1.556355 -0.401253 -1.08 -0.41 0.60
H 0.588419 -3.291437 0.441372 -0.40 -0.10 0.28



# 4
11
Properties=species:S:1:pos:R:3:forces:R:3 method="wB97M-V/def2-TZVPD" homo_ev=-9.48 homo_lumo_gap_ev=8.9291 charge=0
C -0.830106 1.034642 1.467375 -0.39 -2.03 0.41
C -0.384133 0.419160 0.031287 -3.26 0.86 2.22
C 0.809419 -0.457906 0.021294 -0.38 -0.46 1.51
H -2.316828 0.703669 1.587982 4.92 1.45 -0.06
H -0.102486 0.100018 2.142845 -2.49 3.78 -0.82
H -0.496141 2.627569 1.391771 -0.86 -4.98 0.58
H -0.435372 -1.811131 0.515864 1.94 0.30 0.39
O 0.561730 -1.603508 0.647451 -1.84 -1.21 -0.60
F -0.272744 1.444086 -0.724579 0.47 2.06 -2.81
S 2.258075 0.096933 -0.272601 1.18 0.33 -0.57
Cl -1.905212 -0.547950 -0.532646 0.71 -0.08 -0.23



no.,electronic energy (eV)
1,-112113.16394
2,-40716.37893
3,-28546.89954
4,-31292.53493